1.
31
Properties=species:S:1:pos:R:3:forces:R:3:lowdin_charge:R:1 method="wB97M-V/def2-TZVPD" total_energy_ev=-19185.422 smiles="C=c1[nH]cc(CO)/c(=C/[C@H](N)C[NH3+])c1=O" homo_ev=-10.875 e_above_lowest_ev=0.932 orbital_gap_ev=6.76 charge=+1 fmax_ev_per_a=4.86
H -3.774498 -2.892693 0.333663 -0.82 -0.67 0.69 0.0745
H 2.514287 -1.406583 -2.487630 0.57 -2.02 0.29 0.1730
H 0.212948 3.898000 -1.230079 -0.90 -3.01 1.36 0.1612
H 3.438016 -0.170158 -0.532935 1.13 0.17 0.14 0.1294
N 2.047768 -1.047265 -1.665378 -1.43 -3.25 -0.12 0.1740
H -4.221537 -0.461736 0.452550 2.55 0.96 -0.64 0.2079
H 2.829427 0.884009 1.450913 0.75 1.66 -0.01 0.0596
C -2.748690 1.092842 0.105843 0.83 -2.84 -0.02 0.0145
H -0.406399 3.061335 0.993716 -0.70 -0.11 0.87 0.1200
H -1.813291 -3.122289 0.466273 -1.75 -0.93 -0.02 0.0936
C 1.891286 -0.628575 0.776965 -1.68 -1.22 -1.97 -0.3715
C -1.411565 1.317165 0.062339 -2.58 3.58 0.41 -0.1716
C -0.484008 0.284992 0.135098 1.19 -2.15 -0.27 -0.1350
H 1.044792 -1.468964 -1.492549 0.96 0.54 -0.21 0.1450
N 2.787663 -0.062271 1.713147 -0.53 -0.96 1.98 0.0629
H 3.275841 -1.941166 -0.299585 0.63 -0.50 0.49 0.1344
H 1.480210 -1.608440 1.104498 -0.19 0.94 0.30 0.1580
O 0.038699 2.915467 -0.909879 0.67 2.80 -1.90 -0.1341
H 1.303473 1.392993 0.462194 -0.54 0.59 -0.27 0.1110
H -3.571594 1.757845 0.065801 -0.14 1.05 0.08 0.1299
C -2.777744 -2.565325 0.442298 2.90 0.09 -1.15 0.1455
N -3.189223 -0.231580 0.219441 -3.45 1.17 0.12 0.0548
H 2.311535 -0.062535 2.621265 0.53 0.03 -0.13 0.1128
C -2.392187 -1.319712 0.153289 0.20 -0.90 0.98 -0.2927
H 2.045445 -0.199714 -2.078024 -1.34 4.63 -0.64 0.1078
C -0.969152 2.778498 0.111339 0.87 -0.37 -1.30 -0.1768
C 2.784092 -1.003094 -0.395506 -0.05 0.71 -0.72 -0.1091
H -1.826781 3.425307 -0.100344 0.16 -0.05 0.35 0.1246
C 0.816203 0.440902 0.327794 2.46 -1.12 1.51 0.0491
C -0.964741 -1.101952 -0.104255 0.52 0.23 -1.40 -0.2081
O -0.270274 -1.955307 -0.702269 -0.80 0.93 1.20 0.0553

---

2.
13
Properties=species:S:1:pos:R:3:forces:R:3:lowdin_charge:R:1 method="wB97M-V/def2-TZVPD" total_energy_ev=-7230.849 homo_ev=-13.926 e_above_lowest_ev=4.889 orbital_gap_ev=7.55 charge=+1 fmax_ev_per_a=2.89
H -2.444465 -0.231482 1.181968 -1.36 -0.21 -0.77 0.0614
H -0.757188 -2.024840 0.267932 0.85 0.61 0.15 0.1649
H 2.731192 0.892521 -0.978974 -0.46 0.75 -1.82 0.0992
H -3.034629 0.162054 -1.428734 0.28 -0.68 0.26 0.0648
C -1.951675 0.342665 0.401716 0.39 -0.50 2.82 -0.1405
C 1.091840 -0.913428 0.417827 -1.48 -1.17 -0.39 -0.1239
C 2.941090 0.537627 -0.026816 -0.59 -1.20 1.08 0.2043
H -1.201887 0.812057 1.028172 0.87 0.53 -0.96 0.0474
H 3.819937 0.868224 0.472500 0.65 0.17 0.47 0.1132
N 0.133806 -1.566827 0.509444 0.53 0.07 -0.23 0.3544
N 2.194732 -0.315428 0.551693 0.80 0.55 0.71 0.1448
H -1.393833 1.015847 -1.512236 -1.00 -0.63 0.85 0.0789
C -2.128921 0.421013 -0.884496 0.53 1.71 -2.17 -0.0692

---

3.
16
Properties=species:S:1:pos:R:3:forces:R:3:lowdin_charge:R:1 method="wB97M-V/def2-TZVPD" total_energy_ev=-9877.550 smiles="[H]/N=C/CO.CC=O" homo_ev=-9.935 e_above_lowest_ev=2.511 orbital_gap_ev=10.72 charge=0 fmax_ev_per_a=0.53
O -0.710128 -1.450484 2.367915 -0.25 -0.11 -0.05 -0.0597
N -0.467685 -1.645978 -0.445532 0.41 -0.04 0.11 0.1103
C 0.450625 -1.159364 0.283975 -0.23 -0.18 -0.08 -0.2326
H 0.917666 -0.251434 2.187387 -0.09 -0.09 -0.02 0.1176
C -0.785428 1.068483 -1.247739 -0.16 0.30 0.18 -0.3514
H 0.720751 2.539060 -1.445485 0.01 -0.06 -0.01 0.0875
H 1.370332 0.893598 -1.508331 -0.15 0.08 0.03 0.0738
H -0.544954 0.372472 1.388320 0.12 -0.15 0.03 0.1008
H 0.858856 1.615577 0.053466 -0.09 0.03 -0.17 0.0754
C 0.635464 1.536224 -1.014118 -0.01 0.04 0.02 -0.0641
H 1.515620 -1.181988 0.015368 -0.16 0.03 0.02 0.1167
C 0.039553 -0.536821 1.602354 0.23 0.18 -0.05 -0.2661
O -1.701425 1.324915 -0.504994 0.40 -0.05 -0.35 0.0320
H -0.096456 -2.058865 -1.300866 0.01 -0.04 0.07 0.0627
H -0.953346 0.510464 -2.191250 -0.07 0.05 0.10 0.1148
H -1.394262 -1.789356 1.771859 0.05 0.00 0.16 0.0824